The following is a quantum chemistry calculation of 4 unconnected molecules or ions with the total composition C25H50N7O17P2S4Si, from OMol25.

Each line ends with the Mulliken charge.
Atoms and positions in Å:
C (7.0256, 0.8826, -0.3308)  -1.080
C (5.8102, 0.4146, -1.1793)  -0.381
P (4.2691, 1.2107, -0.5132)  -0.280
C (4.0370, 2.8014, -1.4301)  -0.002
C (5.3869, 3.5167, -1.7278)  -1.402
C (2.7912, 0.2072, -0.9281)  -0.292
N (1.8906, 0.8504, -1.7065)  -0.229
C (0.9079, -0.0483, -1.8942)  0.826
N (-0.1581, 0.3390, -2.6176)  0.072
C (-1.3771, -0.3946, -2.9314)  -0.914
C (-2.6742, 0.0925, -2.1844)  -1.156
C (-2.4857, 0.3758, -0.6722)  -0.105
C (-3.7195, -0.1644, 0.1218)  -0.693
S (-3.3223, -1.2728, 1.5100)  -0.176
C (-2.9444, -0.2667, 2.8963)  0.411
N (-2.0877, -0.7405, 3.7446)  -0.132
N (-1.9894, 0.2034, 4.7533)  -0.626
C (-2.7856, 1.1625, 4.4149)  0.014
O (-3.4275, 0.9478, 3.2338)  -0.139
C (-0.0923, 1.7073, -3.1616)  -0.083
P (-0.4131, 3.0479, -1.9365)  0.864
O (0.4261, 4.2014, -2.2880)  -0.746
O (-0.0779, 2.5815, -0.4244)  -0.492
O (-1.9697, 3.5167, -2.1284)  -0.503
N (1.1625, -1.2439, -1.3013)  0.020
C (0.4576, -2.5156, -1.2640)  -1.988
C (-0.8109, -2.5153, -0.3780)  1.133
C (-1.0702, -3.9959, -0.0145)  -0.321
N (-1.0836, -4.4299, 1.3043)  -0.297
O (-1.2496, -4.7550, -0.9412)  -0.607
N (2.3642, -1.0300, -0.6491)  0.609
Si (3.3364, -2.1233, 0.4256)  0.186
C (4.3377, -1.2763, 1.7638)  -0.735
C (4.4177, -3.1831, -0.7213)  -1.222
C (2.2568, -3.3708, 1.3700)  0.418
H (7.1395, 0.2183, 0.5332)  0.320
H (7.9174, 0.8702, -0.9641)  0.337
H (6.8776, 1.8869, 0.0790)  0.218
H (5.9610, 0.6846, -2.2305)  0.610
H (5.6767, -0.6689, -1.0682)  0.092
H (3.5583, 2.6426, -2.4047)  0.205
H (3.4129, 3.5093, -0.8761)  0.383
H (5.9914, 3.6950, -0.8372)  0.331
H (5.1608, 4.4544, -2.2470)  0.425
H (5.9164, 2.9070, -2.4713)  0.324
H (-1.5979, -0.1772, -3.9832)  0.416
H (-1.3630, -1.4816, -2.8714)  0.326
H (-2.9420, 1.0381, -2.6743)  0.454
H (-3.4504, -0.6430, -2.4165)  0.677
H (-2.5191, 1.4613, -0.5330)  0.177
H (-1.5292, 0.0446, -0.2626)  0.273
H (-4.4529, -0.6711, -0.5121)  0.497
H (-4.2610, 0.6918, 0.5472)  0.376
H (-2.8924, 2.0218, 5.0620)  0.475
H (0.8306, 1.8954, -3.7112)  0.599
H (-0.9044, 1.8426, -3.8936)  -0.525
H (-0.5864, 3.0870, 0.2264)  0.371
H (-2.3191, 3.7233, -1.2482)  0.357
H (1.0659, -3.3619, -0.9401)  0.707
H (0.2188, -2.7629, -2.3048)  0.354
H (-0.6592, -1.9659, 0.5575)  0.510
H (-1.7060, -2.1980, -0.9120)  -0.211
H (-1.0572, -3.6703, 1.9771)  0.259
H (-1.9278, -4.9829, 1.4261)  0.297
H (4.4638, -1.9725, 2.5998)  0.415
H (5.3517, -1.1204, 1.3611)  0.111
H (3.9876, -0.2875, 2.0719)  0.359
H (4.0490, -4.2181, -0.6810)  0.409
H (5.4670, -3.2115, -0.4107)  0.409
H (4.2951, -2.8763, -1.7694)  0.389
H (2.7625, -3.6188, 2.3083)  -1.002
H (1.3427, -2.8322, 1.6737)  0.103
H (2.0077, -4.2570, 0.7811)  0.410
C (-8.3526, 2.8700, 4.4649)  -0.334
C (-7.7424, 4.2056, 4.0995)  -0.362
O (-6.3741, 3.9017, 3.7889)  -0.324
S (-6.2877, 2.4373, 3.1439)  1.214
O (-6.2437, 2.5602, 1.7289)  -0.601
O (-5.3100, 1.6899, 3.8497)  -0.494
O (-7.7500, 1.9339, 3.5598)  -0.327
H (-8.0914, 2.5768, 5.4835)  0.282
H (-9.4336, 2.8634, 4.3536)  0.320
H (-7.7994, 4.9278, 4.9090)  0.317
H (-8.2083, 4.6251, 3.2055)  0.308
C (2.8815, -5.0422, 6.9737)  -0.377
C (1.6580, -5.2567, 6.1094)  -0.362
O (2.0053, -4.6707, 4.8463)  -0.208
S (3.5782, -4.8479, 4.5935)  1.085
O (3.7818, -5.9768, 3.7617)  -0.580
O (4.1244, -3.5733, 4.2817)  -0.552
O (3.9928, -5.2383, 6.0878)  -0.318
H (2.9255, -4.0205, 7.3559)  0.276
H (2.9310, -5.7409, 7.8045)  0.320
H (0.7688, -4.7851, 6.5186)  0.305
H (1.4641, -6.3193, 5.9488)  0.302
C (-3.2905, 3.4711, -7.5717)  -0.345
C (-2.2828, 4.4411, -6.9934)  -0.342
O (-1.4564, 3.6310, -6.1426)  -0.290
S (-1.3386, 2.1621, -6.7628)  1.064
O (-0.1266, 2.0661, -7.4869)  -0.582
O (-1.6902, 1.2233, -5.7517)  -0.471
O (-2.5454, 2.2657, -7.8041)  -0.331
H (-4.0849, 3.2486, -6.8565)  0.272
H (-3.7295, 3.8301, -8.4985)  0.325
H (-2.7495, 5.2407, -6.4253)  0.326
H (-1.6494, 4.8711, -7.7715)  0.293

Computed properties:
Orbital gap (eV): 8.576
Molecular weight (u): 939.01
Energy (eV): -141763.4153
HOMO (Eh): -0.390
LUMO level (eV): -2.049
Total charge: +1